1.
{"formula": "C30H30Cl2CoIN3O5S", "method": "the ωB97M-V functional and the def2-TZVPD basis", "symbols": ["N", "C", "C", "Cl", "C", "H", "H", "H", "H", "H", "C", "H", "C", "C", "C", "C", "H", "H", "C", "O", "C", "C", "C", "H", "C", "C", "H", "H", "C", "O", "H", "O", "H", "H", "C", "H", "C", "C", "C", "H", "H", "H", "S", "H", "O", "H", "Cl", "H", "C", "C", "C", "C", "H", "N", "H", "I", "C", "C", "C", "H", "Co", "H", "O", "H", "H", "C", "C", "N", "H", "H", "H", "C", "C"], "positions_angstrom": [[-0.50, 1.38, 0.47], [-2.26, -2.02, 1.91], [0.53, -5.47, 2.72], [-2.84, 3.42, 0.54], [-1.14, -0.87, -1.43], [-1.31, 2.09, -1.90], [3.75, -0.90, -0.76], [-3.61, -5.25, 3.43], [4.27, 4.67, -2.22], [0.83, 3.06, -0.06], [-3.44, -2.00, 2.57], [-3.92, -1.03, 2.78], [2.78, 6.08, -1.69], [-1.73, 2.99, 1.85], [-2.02, -4.37, 2.34], [-3.21, -4.37, 3.00], [0.91, 7.12, -1.23], [-1.63, 3.68, 5.25], [-1.54, -3.22, 1.78], [1.63, -1.57, 0.78], [3.42, -0.84, -2.82], [1.48, 6.24, -1.10], [3.25, -1.37, -1.56], [1.17, -6.38, 2.50], [-3.94, -3.15, 3.15], [1.85, -3.14, -2.39], [-0.24, 5.21, -0.33], [0.03, 2.15, 5.06], [1.46, 3.89, -0.51], [2.63, 1.41, -0.40], [-1.06, -1.85, -0.95], [2.03, -3.73, 0.73], [0.86, -4.61, 2.16], [1.70, -3.14, -4.60], [-0.69, 2.00, 1.60], [-1.48, -0.31, -0.56], [1.98, -2.63, 0.15], [-1.50, 3.27, 4.27], [2.94, -1.55, -3.95], [-1.58, -0.79, -3.48], [-3.11, 4.06, 2.97], [-1.97, 2.44, -3.38], [-1.10, -5.97, 2.10], [-3.45, 0.72, -3.24], [-1.82, -6.98, 2.96], [4.00, 0.04, -2.99], [1.24, 0.63, 2.90], [-3.00, -1.46, -2.55], [-0.44, 2.42, 4.13], [2.75, 3.71, -0.94], [0.84, 5.15, -0.46], [2.41, -2.50, -1.34], [1.30, -4.06, -2.33], [-1.60, 1.73, -2.80], [-1.76, -1.14, 1.46], [2.87, -0.44, -5.75], [2.14, -2.60, -3.73], [-2.19, -0.68, -2.54], [3.44, 2.32, -0.77], [-3.12, 1.04, -1.57], [0.95, 0.28, 0.01], [-0.08, 0.51, -2.35], [4.62, 2.16, -1.02], [-0.60, -3.21, 1.24], [0.56, -1.02, -2.51], [-2.67, 0.73, -2.54], [-2.23, 3.56, 3.09], [0.10, -0.33, -1.84], [3.15, 6.87, -2.32], [0.42, -5.46, 3.81], [-4.83, -3.20, 3.79], [-0.09, 1.80, 2.95], [3.40, 4.78, -1.58]], "spin_multiplicity": 4, "e_tot_ha": -4700.7051, "charge": -2, "e_lumo_ev": [3.4893, 3.4893], "orbital_gap_ev": [4.487, 4.566]}

=====

2.
{"formula": "C30H30Cl45F5NO3P", "method": "the ωB97M-V functional and the def2-TZVPD basis", "symbols": ["C", "H", "C", "H", "H", "Cl", "Cl", "H", "Cl", "H", "C", "Cl", "Cl", "Cl", "C", "Cl", "C", "Cl", "H", "C", "Cl", "F", "H", "Cl", "Cl", "C", "H", "Cl", "O", "Cl", "H", "Cl", "Cl", "C", "H", "C", "H", "C", "F", "H", "Cl", "Cl", "N", "Cl", "H", "C", "C", "Cl", "Cl", "H", "C", "C", "H", "Cl", "Cl", "F", "Cl", "Cl", "Cl", "C", "F", "C", "H", "C", "Cl", "C", "Cl", "C", "C", "H", "C", "Cl", "C", "Cl", "Cl", "C", "O", "Cl", "H", "H", "H", "Cl", "C", "Cl", "H", "Cl", "O", "H", "Cl", "Cl", "H", "H", "Cl", "Cl", "Cl", "C", "P", "H", "C", "Cl", "Cl", "Cl", "H", "Cl", "C", "H", "H", "F", "Cl", "C", "H", "C", "Cl", "C", "H"], "positions_angstrom": [[-3.16, 6.78, 7.86], [-2.19, 1.05, -3.16], [3.21, 1.67, -1.68], [-11.63, -0.04, 0.01], [0.39, -0.11, 1.65], [-3.67, -8.18, 6.81], [0.21, 8.10, 3.45], [5.31, -4.17, -0.10], [4.18, -4.63, -2.09], [-2.70, 6.20, 8.65], [2.07, 5.07, 5.92], [-6.17, 0.30, -3.19], [-0.68, -7.67, -3.54], [-3.03, -9.04, -4.56], [0.10, -4.27, 3.64], [-1.77, 14.56, 4.64], [2.09, 0.92, -1.03], [4.13, -6.14, 0.39], [0.98, -2.09, -3.96], [-0.52, -5.02, -0.72], [2.74, 4.10, 7.22], [2.28, 0.70, 2.58], [-0.08, -5.39, 0.20], [-3.79, 5.66, 6.65], [2.14, 10.19, 4.02], [-1.95, -11.41, 1.38], [-1.05, -1.02, -0.07], [-8.59, 3.60, -2.73], [3.98, 2.41, -1.14], [3.12, -3.42, 0.34], [-6.30, 2.54, -2.55], [-12.11, 0.67, 2.18], [7.70, 4.37, -4.22], [2.41, 2.86, 1.64], [-0.45, -3.09, -4.00], [-4.14, -7.14, 5.46], [0.77, -4.57, 4.43], [7.85, -5.91, -1.63], [1.53, 3.33, 0.75], [0.17, -0.84, -5.95], [-1.09, -10.62, 2.69], [0.84, -2.93, 2.76], [3.14, 1.40, -3.06], [-0.73, -3.28, -0.56], [5.95, 2.09, -4.77], [1.93, 0.73, -3.36], [9.07, 3.69, -5.09], [-0.14, -5.67, 2.58], [0.50, 5.74, 6.37], [-0.79, -9.65, -4.79], [-0.09, -2.08, -4.18], [0.14, -0.33, -1.75], [-2.41, -12.31, 1.77], [8.32, -7.57, -1.26], [-3.22, -10.36, 0.75], [3.53, 3.57, 1.52], [-5.00, -5.71, 6.04], [7.51, -5.01, -0.15], [-2.08, -5.82, -0.93], [2.65, 1.32, 1.42], [1.89, 3.08, 2.85], [5.41, 2.13, -3.82], [-4.81, -7.69, 4.82], [-1.58, 0.51, -3.89], [-0.84, -11.88, 0.09], [0.85, 9.18, 4.68], [0.81, 14.54, 3.30], [-1.37, -9.23, -3.99], [-12.10, -0.51, 0.87], [-0.10, 12.92, 4.72], [1.30, 0.39, -2.05], [8.53, 2.55, -6.32], [-0.37, -1.74, -5.65], [-11.15, -1.92, 1.30], [-1.16, 12.49, 2.68], [-9.18, 2.88, -1.23], [6.39, 1.93, -2.80], [-1.93, 7.83, 7.16], [1.93, 4.43, 5.05], [-0.72, 1.15, -4.10], [-2.14, 0.28, -4.79], [-9.83, 1.27, -1.54], [4.36, 1.03, -3.79], [-7.90, 2.81, -0.03], [1.27, 8.58, 5.48], [-4.25, 1.85, -1.66], [1.54, 0.53, -4.48], [-9.98, 3.50, -0.85], [-4.87, 2.60, -4.40], [-0.43, 10.19, 5.36], [4.84, 0.18, -3.29], [6.94, -5.94, -2.22], [-2.73, -6.67, 4.50], [3.18, 6.37, 5.47], [-13.74, -0.96, 0.41], [4.31, -4.54, -0.33], [-1.04, -1.01, -3.01], [4.96, 3.12, -3.71], [-0.15, -0.51, -0.40], [-1.31, -10.33, -2.61], [-1.42, -3.76, 4.37], [10.05, 4.96, -5.82], [6.29, 2.67, -2.20], [-4.47, 7.73, 8.57], [0.64, 0.03, 0.61], [4.10, 0.74, -4.80], [-0.08, -2.58, -6.28], [3.95, 1.07, 1.25], [9.09, -5.10, -2.58], [-0.51, 13.55, 3.93], [-1.44, -1.60, -5.80], [-5.50, 1.91, -2.90], [0.61, -5.40, -2.03], [1.79, 0.74, 0.31], [9.69, 3.15, -4.38]], "spin_multiplicity": 1, "e_tot_ha": -22990.8952, "e_lumo_ev": -0.7573, "orbital_gap_ev": 7.333}

=====

3.
{"formula": "C30H30CsN3O3S", "method": "the ωB97M-V functional and the def2-TZVPD basis", "symbols": ["C", "H", "C", "C", "C", "H", "H", "C", "H", "S", "H", "H", "Cs", "N", "H", "N", "H", "H", "C", "C", "C", "C", "H", "C", "C", "C", "H", "H", "C", "H", "H", "C", "H", "N", "H", "C", "H", "O", "C", "H", "C", "C", "H", "H", "H", "C", "H", "C", "C", "C", "H", "C", "C", "H", "C", "O", "H", "H", "H", "H", "C", "C", "C", "C", "H", "C", "H", "O"], "positions_angstrom": [[-4.72, 6.17, 3.09], [-4.05, 4.68, 1.14], [-5.08, 0.16, 0.69], [1.56, -0.08, 5.12], [3.54, -0.51, 2.42], [-4.63, 5.61, 5.70], [-3.98, 3.49, -2.61], [-4.67, 4.81, 3.73], [-5.50, 3.70, 0.93], [0.73, 5.37, -0.37], [4.14, 1.05, 1.06], [-5.59, 6.26, 2.44], [-0.86, -0.16, 0.18], [-4.65, 1.21, 2.84], [-1.53, 6.91, -1.79], [0.46, 0.32, 3.05], [-3.57, 5.92, -2.74], [-3.94, 2.92, 1.05], [-4.54, 3.75, 1.44], [-0.35, 1.16, 3.68], [-4.65, 2.40, 3.57], [-1.00, 3.62, -1.05], [2.34, -0.61, 5.67], [-5.49, 0.96, 1.78], [0.92, 3.69, -0.01], [-2.84, 5.28, -2.26], [-7.95, 0.22, -1.13], [1.74, -1.67, 2.18], [-3.68, -0.36, 0.55], [-8.66, 1.63, 0.79], [4.25, -1.26, 2.04], [-4.65, 3.65, 2.94], [4.07, 0.01, 3.23], [-0.01, 2.89, -0.39], [-4.51, 3.39, 6.81], [-3.07, 3.90, -2.19], [-0.98, 2.12, 5.49], [-3.26, -0.64, -0.59], [-0.77, 4.99, -1.12], [2.48, 1.21, 1.66], [-6.79, 1.48, 1.79], [-7.66, 1.22, 0.75], [-1.12, 1.64, 3.08], [2.64, -2.04, 3.64], [-5.63, -0.68, -1.17], [1.40, -0.30, 3.76], [0.81, 0.97, 6.84], [-5.98, -0.08, -0.34], [-1.70, 5.84, -1.74], [-4.56, 3.46, 5.73], [-4.59, 1.34, 5.41], [-4.62, 4.70, 5.11], [3.23, 0.49, 1.32], [3.32, -0.71, -0.22], [-0.28, 1.43, 5.04], [-2.94, -0.40, 1.59], [1.80, 3.35, 0.51], [-3.81, 0.63, 2.84], [-3.85, 6.39, 2.48], [-7.10, 2.08, 2.63], [0.71, 0.79, 5.77], [2.31, -1.22, 2.99], [-4.59, 2.32, 4.96], [-7.26, 0.43, -0.32], [-4.80, 6.94, 3.86], [-2.16, 3.06, -1.60], [-2.35, 2.00, -1.55], [2.68, -0.10, 0.16]], "spin_multiplicity": 1, "e_tot_ha": -1969.5866, "e_lumo_ev": 0.0170, "orbital_gap_ev": 7.023}

=====

4.
{"formula": "C30H30IrN3O5Se2Te3", "method": "the ωB97M-V functional and the def2-TZVPD basis", "symbols": ["H", "C", "C", "O", "Te", "H", "Se", "H", "H", "Te", "H", "H", "C", "C", "C", "H", "Te", "C", "O", "O", "C", "C", "H", "H", "H", "H", "O", "C", "C", "H", "H", "N", "H", "H", "O", "H", "H", "C", "C", "Se", "C", "H", "C", "C", "C", "C", "N", "C", "N", "H", "H", "C", "C", "Ir", "C", "C", "C", "H", "H", "C", "C", "H", "C", "H", "C", "C", "H", "H", "H", "H", "C", "C", "H", "H"], "positions_angstrom": [[4.37, 0.54, -0.24], [4.14, -2.70, -3.90], [1.80, -2.20, -3.12], [-1.33, 1.04, 7.13], [0.10, 0.13, 0.23], [-1.23, -1.10, -2.16], [-0.08, -4.94, -0.07], [-0.75, -2.04, -3.58], [0.78, 1.09, 5.27], [2.29, -4.49, -0.17], [3.63, -3.20, -4.73], [1.42, -2.87, -3.89], [-4.97, -0.03, -2.27], [-0.91, -1.62, 4.59], [0.31, 0.18, 4.93], [4.87, -2.01, -4.32], [2.38, -3.85, 2.51], [-1.83, -2.81, 4.59], [-2.61, -0.77, 6.95], [-1.62, -3.66, 3.68], [2.72, -0.45, -1.17], [1.28, 2.72, 1.79], [-3.84, -3.15, -1.57], [2.93, 1.56, -0.44], [-0.17, 4.31, -3.13], [-0.10, 6.81, -1.87], [-2.68, -2.89, 5.49], [-3.21, -1.38, -0.58], [-0.70, 1.72, -2.79], [-1.10, 2.29, -3.63], [0.01, 0.99, -3.18], [0.04, -1.61, 3.67], [4.66, -0.88, -1.95], [-5.39, -1.96, -3.11], [-2.60, -3.26, 0.73], [2.99, 0.31, 0.82], [1.65, 3.59, 2.34], [-4.82, -1.41, -2.37], [3.60, -1.09, -2.04], [3.72, -1.81, 2.72], [0.68, 4.89, -1.25], [0.44, 2.31, 2.36], [3.28, 0.55, -0.20], [1.34, -0.74, -1.27], [0.86, 6.33, -1.65], [-0.80, -0.48, 5.42], [0.76, -0.52, 3.88], [-2.25, -2.14, 0.28], [-1.02, -1.72, 0.54], [1.35, 6.90, -0.86], [-1.52, 1.17, -2.34], [-3.38, 0.00, -0.46], [-0.05, 2.64, -1.79], [-0.33, -3.17, 1.96], [1.03, 4.45, 0.01], [0.87, -1.59, -2.27], [-1.59, -0.01, 6.58], [1.65, -0.45, 3.37], [-5.65, 0.50, -2.93], [0.87, 3.12, 0.40], [3.16, -1.99, -3.01], [-2.70, -1.59, 6.36], [-0.58, -1.90, -2.51], [4.69, -3.46, -3.34], [0.13, 3.98, -2.14], [-4.26, 0.67, -1.30], [-4.38, 1.74, -1.20], [-0.87, -2.81, -2.00], [1.47, 6.42, -2.56], [2.06, 1.96, 1.78], [0.35, 2.20, -0.53], [-3.96, -2.08, -1.52], [-2.84, 0.55, 0.30], [1.45, 5.15, 0.73]], "spin_multiplicity": 6, "e_tot_ha": -7412.9763, "charge": -1, "e_lumo_ev": [1.5387, 0.0836], "orbital_gap_ev": [5.623, 5.246]}

=====

| no. | largest force on an atom (hartree/bohr) |
| --- | --- |
| 1 | 0.0986 |
| 2 | 0.0262 |
| 3 | 0.0584 |
| 4 | 0.0101 |